--- w ---
This record from the OMol25 dataset describes the molecule C3H8N2O. The level of theory is ωB97M-V/def2-TZVPD.

Last columns: bonded neighbours and bond lengths (Å).
Geometry (Å):
1 C 0.1747 -0.3095 -0.8013  C2 1.468, C3 1.484, H7 1.091
2 C 0.9815 -1.5315 -0.6917  C1 1.468, H12 1.088, H13 1.098, H14 1.094
3 C -0.6305 0.2938 0.2889  C1 1.484, N4 1.463, N5 1.499, O6 1.310
4 N -1.4423 1.4041 -0.2101  C3 1.463, H8 1.014, H9 1.012
5 N 0.5171 0.7648 1.1305  C3 1.499, H10 1.014, H11 1.013
6 O -1.2955 -0.7622 0.6879  C3 1.310
7 H 0.1431 0.1705 -1.7805  C1 1.091
8 H -0.9469 2.2876 -0.2658  N4 1.014
9 H -2.2526 1.4876 0.3912  N4 1.012
10 H 0.4497 1.6923 1.5349  N5 1.014
11 H 0.7858 0.0714 1.8184  N5 1.013
12 H 0.9404 -1.9509 0.3109  C2 1.088
13 H 0.5686 -2.2722 -1.3891  C2 1.098
14 H 2.0071 -1.3458 -1.0240  C2 1.094

HOMO-LUMO gap (spin up / spin down), eV: 7.91 / 7.99
2S+1: 1

From a natural (NBO) analysis of the wavefunction, the atomic charges in e read:
1. C 0.298
2. C -0.722
3. C 0.424
4. N -0.868
5. N -0.875
6. O -0.701
7. H 0.187
8. H 0.354
9. H 0.383
10. H 0.376
11. H 0.383
12. H 0.250
13. H 0.259
14. H 0.251

--- x ---
This record from the OMol25 dataset describes the molecule C3H8N2O. The level of theory is ωB97M-V/def2-TZVPD.

Last columns: bonded neighbours and bond lengths (Å).
Geometry (Å):
1 C 0.9879 -0.8895 1.0076  C2 1.521, H7 1.126, H8 1.100, H9 1.128
2 C -0.1973 -0.3497 0.2215  C1 1.521, N3 1.424, C4 1.499, H10 1.116
3 N -0.6197 0.8066 0.9382  C2 1.424, H11 1.037, H12 1.064
4 C -0.1576 -0.2573 -1.2744  C2 1.499, N5 1.382, O6 1.250
5 N -0.8797 0.8535 -1.6668  C4 1.382, H13 1.075, H14 0.976
6 O 0.7010 -0.7118 -2.0615  C4 1.250
7 H 1.8130 -0.1239 1.0473  C1 1.126
8 H 1.2722 -1.8950 0.6632  C1 1.100
9 H 0.7498 -0.9510 2.1084  C1 1.128
10 H -0.9305 -1.1638 0.4347  C2 1.116
11 H -0.3506 0.6374 1.9257  N3 1.037
12 H -0.0989 1.6457 0.5425  N3 1.064
13 H -0.5677 1.2506 -2.6161  N5 1.075
14 H -1.7219 1.1481 -1.2703  N5 0.976

HOMO-LUMO gap, eV: 10.40
2S+1: 1

From a natural (NBO) analysis of the wavefunction, the atomic charges in e read:
1. C -0.598
2. C -0.165
3. N -0.833
4. C 0.662
5. N -0.840
6. O -0.600
7. H 0.206
8. H 0.226
9. H 0.196
10. H 0.199
11. H 0.367
12. H 0.367
13. H 0.409
14. H 0.404

--- y ---
This record from the OMol25 dataset describes the molecule C3H8N2O. The level of theory is ωB97M-V/def2-TZVPD.

Last columns: bonded neighbours and bond lengths (Å).
Geometry (Å):
1 C 1.0112 2.0838 0.5099  C2 1.485, H7 1.053, H8 1.185, H9 1.129
2 C -0.1128 1.1390 0.2915  C1 1.485, O3 1.277, N4 1.395
3 O -1.3242 1.5073 0.1228  C2 1.277
4 N 0.2539 -0.1983 0.1395  C2 1.395, C5 1.454, H10 1.019
5 C -0.6800 -1.0957 -0.5212  N4 1.454, N6 1.353, H11 1.037, H12 1.112
6 N -0.2700 -2.3844 -0.5597  C5 1.353, H13 0.966, H14 1.038
7 H 0.7724 3.1088 0.5376  C1 1.053
8 H 1.4447 1.8989 1.5969  C1 1.185
9 H 1.8758 1.9205 -0.1969  C1 1.129
10 H 0.8359 -0.5876 0.8799  N4 1.019
11 H -1.6233 -1.0568 -0.0926  C5 1.037
12 H -0.9849 -0.5325 -1.4306  C5 1.112
13 H -0.3340 -2.8882 -1.3818  N6 0.966
14 H -0.8648 -2.9148 0.1047  N6 1.038

HOMO-LUMO gap, eV: 10.25
2S+1: 1

From a natural (NBO) analysis of the wavefunction, the atomic charges in e read:
1. C -0.705
2. C 0.660
3. O -0.617
4. N -0.645
5. C -0.063
6. N -0.828
7. H 0.240
8. H 0.225
9. H 0.239
10. H 0.397
11. H 0.171
12. H 0.191
13. H 0.374
14. H 0.360

--- z ---
This record from the OMol25 dataset describes the molecule C3H8N2O. The level of theory is ωB97M-V/def2-TZVPD.

Last columns: bonded neighbours and bond lengths (Å).
Geometry (Å):
1 H 2.0110 2.9144 -1.1910  N2 1.034
2 N 2.3063 2.0081 -0.7902  H1 1.034, N3 1.237
3 N 1.2462 1.4414 -0.4966  N2 1.237, O4 1.376
4 O 1.2177 0.1788 0.0494  N3 1.376, C5 1.467
5 C -0.1720 -0.0818 0.4397  O4 1.467, C6 1.435, C7 1.472, H8 1.127
6 C -0.9808 -0.1169 -0.7445  C5 1.435, H9 1.084, H10 1.103, H11 1.157
7 C -0.2496 -1.3935 1.1030  C5 1.472, H12 1.142, H13 1.126, H14 1.052
8 H -0.5265 0.7954 1.0517  C5 1.127
9 H -0.7516 -0.9092 -1.4479  C6 1.084
10 H -1.9968 -0.3544 -0.3880  C6 1.103
11 H -0.9925 0.9182 -1.2614  C6 1.157
12 H -0.0223 -2.2591 0.3930  C7 1.142
13 H -1.3447 -1.5982 1.2687  C7 1.126
14 H 0.2556 -1.5430 2.0141  C7 1.052

HOMO-LUMO gap, eV: 10.57
2S+1: 1

From a natural (NBO) analysis of the wavefunction, the atomic charges in e read:
1. H 0.340
2. N -0.371
3. N 0.083
4. O -0.374
5. C 0.063
6. C -0.632
7. C -0.622
8. H 0.193
9. H 0.216
10. H 0.211
11. H 0.233
12. H 0.218
13. H 0.218
14. H 0.225

Stability verdict: x, ahead by 0.0065 hartree

--- w ---
This record from the OMol25 dataset describes a cluster of 2 separate species, C3H8N2O in total. The level of theory is ωB97M-V/def2-TZVPD.

Last columns: bonded neighbours and bond lengths (Å).
Geometry (Å):
1 H -0.5390 2.4635 0.0986  N2 1.019
2 N -0.3511 1.7211 -0.5736  H1 1.019, C3 1.300
3 C -1.1160 0.6813 -0.4205  N2 1.300, C4 1.477, H5 1.101
4 C -0.7279 -0.5878 -1.0683  C3 1.477, H6 1.303, H7 1.087, H8 1.085
5 H -1.8335 0.5692 0.4065  C3 1.101
6 H -1.8051 -0.0461 -1.5610  C4 1.303
7 H -1.0799 -1.4850 -0.5666  C4 1.087
8 H -0.0219 -0.4641 -1.8822  C4 1.085
9 H 1.7237 1.0129 0.9477  N10 1.020
10 N 1.9303 0.2433 0.3109  H9 1.020, C11 1.266
11 C 1.3301 -0.8446 0.5537  N10 1.266, O12 1.364, H13 1.085
12 O 0.5675 -1.1652 1.6376  C11 1.364, H14 0.968
13 H 1.5879 -1.7350 -0.0104  C11 1.085
14 H 0.3349 -0.3635 2.1275  O12 0.968

HOMO-LUMO gap, eV: 9.98
2S+1: 1

From a natural (NBO) analysis of the wavefunction, the atomic charges in e read:
1. H 0.336
2. N -0.692
3. C 0.031
4. C -0.618
5. H 0.168
6. H 0.266
7. H 0.251
8. H 0.260
9. H 0.337
10. N -0.663
11. C 0.383
12. O -0.699
13. H 0.164
14. H 0.477

--- x ---
This record from the OMol25 dataset describes a cluster of 2 separate species, C3H8N2O in total. The level of theory is ωB97M-V/def2-TZVPD.

Last columns: bonded neighbours and bond lengths (Å).
Geometry (Å):
1 C -1.3644 -1.7964 -0.9540  C2 1.496, H5 1.083, H6 1.096, H7 1.089
2 C -1.1381 -1.1073 0.3546  C1 1.496, N3 1.436, O4 1.204
3 N 0.2105 -1.0964 0.8475  C2 1.436, H8 1.015, H9 1.007
4 O -2.0227 -0.5578 0.9581  C2 1.204
5 H -0.6241 -2.5552 -1.1774  C1 1.083
6 H -1.3525 -1.0212 -1.7294  C1 1.096
7 H -2.3733 -2.1977 -1.0368  C1 1.089
8 H 0.3868 -0.1525 1.1766  N3 1.015
9 H 0.2657 -1.6573 1.6823  N3 1.007
10 C 1.5178 2.2596 -0.8537  N11 1.270, H12 1.086, H13 1.089
11 N 2.6650 2.4750 -0.3542  C10 1.270, H14 1.024
12 H 1.1550 2.9435 -1.6153  C10 1.086
13 H 0.9067 1.4015 -0.5794  C10 1.089
14 H 2.8196 1.7514 0.3540  N11 1.024

HOMO-LUMO gap, eV: 10.78
2S+1: 1

From a natural (NBO) analysis of the wavefunction, the atomic charges in e read:
1. C -0.726
2. C 0.697
3. N -0.911
4. O -0.541
5. H 0.234
6. H 0.246
7. H 0.239
8. H 0.374
9. H 0.387
10. C -0.051
11. N -0.576
12. H 0.163
13. H 0.141
14. H 0.323

Stability verdict: x, ahead by 0.0796 hartree